{
  "formula": "C4H7F2N",
  "method": "wB97M-V/def2-TZVPD",
  "symbols": ["C", "C", "C", "C", "N", "F", "F", "H", "H", "H", "H", "H", "H", "H"],
  "positions_angstrom": [[-0.91, -0.06, -0.62], [-1.41, 0.12, 0.54], [1.20, -0.60, 0.63], [0.51, -0.48, -0.71], [-4.79, 0.10, 0.53], [-3.50, -0.43, 0.20], [-4.98, 0.90, -0.55], [-1.51, -0.05, -1.54], [-1.36, 0.32, 1.57], [0.58, -1.18, 1.28], [2.14, -1.01, 0.45], [1.30, 0.37, 1.26], [0.23, -1.55, -1.16], [1.08, 0.19, -1.38]],
  "nbo_charge": [-0.30, -0.11, -0.61, -0.42, 0.43, -0.24, -0.21, 0.21, 0.19, 0.21, 0.21, 0.21, 0.22, 0.22],
  "fmax_ev_per_a": 3.105,
  "e_tot_ev": -11177.7602,
  "gap_ev": [6.33, 10.33]
}